No. 1
A gas-phase ion, C4H7N2O2S (charge +1). Source: the Open Molecules 2025 dataset; level of theory: ωB97M-V/def2-TZVPD.

Last column: Mulliken charge in e.
Geometry (Å):
C -1.602 0.463 0.410  -0.816
C -1.192 -0.711 -0.163  -0.221
C -1.090 1.817 -0.007  0.649
C 1.227 0.925 0.332  0.475
N 0.384 1.832 -0.216  -0.077
N 0.000 -1.017 -0.795  -0.351
O -1.739 2.788 -0.277  -0.447
O 0.927 0.274 1.414  -0.410
S 2.824 0.802 -0.311  -0.132
H -2.586 0.640 0.957  0.334
H -1.782 -1.507 0.163  0.404
H 0.683 2.665 -0.709  0.270
H 0.359 -1.934 -0.862  0.214
H 0.066 -0.391 -1.576  0.301
H -0.012 0.065 1.553  0.576
H 3.388 0.352 0.821  0.231

HOMO level = -13.98 eV
HOMO-LUMO gap = 8.89 eV
2S+1 = 1
Net charge = +1
Energy above the lowest of the compared OMol25 structures with the same formula, charge and spin = 23.6 kcal/mol

=====

No. 2
A gas-phase ion, C4H7N2O2S (charge +1). Source: the Open Molecules 2025 dataset; level of theory: ωB97M-V/def2-TZVPD.

Last column: Mulliken charge in e.
Geometry (Å):
C 1.088 -0.034 -0.266  0.451
C -0.816 1.008 0.358  0.300
C -0.326 -1.753 -0.134  -0.593
C 2.513 -0.231 -0.342  -0.962
N 0.424 1.006 0.056  -0.224
N -1.408 2.062 0.751  -0.343
O -1.975 -0.127 -1.591  -0.466
O -2.946 -0.802 0.535  -0.515
S -1.766 -0.601 -0.275  0.988
H 0.029 -2.307 -1.057  0.404
H -0.233 -2.173 0.853  0.442
H 2.944 -0.477 -1.320  0.325
H 2.685 -1.092 0.343  0.278
H 3.097 0.653 -0.161  0.331
H -0.943 2.916 1.011  0.277
H -2.365 1.952 1.242  0.307

HOMO level (alpha / beta) = -11.77 / -15.67 eV
HOMO-LUMO gap (alpha / beta) = 6.67 / 7.21 eV
2S+1 = 3
Net charge = +1
Energy above the lowest of the compared OMol25 structures with the same formula, charge and spin = 84.0 kcal/mol
⟨S²⟩ = 2.02

=====

No. 3
2 unconnected molecules or ions with the total composition C4H7N2O5P. Source: the Open Molecules 2025 dataset; level of theory: ωB97M-V/def2-TZVPD.

Last column: Mulliken charge in e.
Geometry (Å):
C -1.286 1.580 -0.589  0.594
C -0.827 -1.442 0.882  -0.530
C -0.601 -1.564 -0.631  -0.583
C -0.150 0.600 -0.056  -0.116
N -0.747 -0.019 1.111  -0.377
N 0.146 -0.434 -1.036  -0.450
O -1.273 1.636 -1.830  -0.771
O 2.567 1.143 1.888  -0.718
O 2.834 0.276 -0.490  -0.512
O -2.073 2.058 0.201  -0.746
O 2.445 2.789 -0.086  -0.701
P 2.166 1.435 0.468  0.805
H -1.802 -1.900 1.259  0.301
H -0.180 -2.169 1.535  0.174
H -0.180 -2.704 -0.849  0.224
H -1.605 -1.578 -0.935  0.398
H -1.560 0.520 1.346  0.355
H 2.127 -0.361 -0.275  0.392
H 0.000 0.134 -1.914  0.263

HOMO level = 0.40 eV
HOMO-LUMO gap = 5.74 eV
2S+1 = 1
Net charge = -2
Energy above the lowest of the compared OMol25 structures with the same formula, charge and spin = 59.6 kcal/mol